(1)
DFT (the ωB97M-V functional and the def2-TZVPD basis) results for C7H11N3S in the gas phase.

## Properties
Total energy, eV: -22736.520
Spin multiplicity: 1
LUMO (alpha / beta), eV: 0.136 / 0.331
Energy relative to the best compared isomer or geometry (same formula, charge and spin), eV: 5.6314
Charge: 0

```
22
C7H11N3S (the ωB97M-V functional and the def2-TZVPD basis)
C 1.678 0.726 1.328
C 2.350 1.503 0.461
C 1.789 -0.672 0.785
C -0.795 -0.011 0.352
C -2.775 1.328 -0.183
C -2.977 -1.066 -0.273
C 2.905 -1.288 -1.342
N 2.937 0.847 -0.559
N 2.579 -0.421 -0.407
N -2.061 0.047 0.059
S 0.128 -1.446 0.314
H 1.130 0.942 2.146
H 2.523 2.626 0.571
H 2.101 -1.286 1.582
H -3.128 1.566 -1.299
H -3.546 1.510 0.540
H -2.032 2.204 0.169
H -3.845 -0.774 0.235
H -2.981 -1.066 -1.282
H -2.442 -1.998 0.219
H 3.425 -0.979 -2.284
H 3.039 -2.295 -1.133
```

(2)
DFT (the ωB97M-V functional and the def2-TZVPD basis) results for a gas-phase ion, C7H11N4 (charge +1).

## Properties
Total energy, eV: -13388.550
Spin multiplicity: 1
SMILES string: [NH2+]=C(NC1CC1)n1cccn1
LUMO, eV: -4.347
Energy relative to the best compared isomer or geometry (same formula, charge and spin), eV: 3.5934
Charge: +1

```
22
C7H11N4 (the ωB97M-V functional and the def2-TZVPD basis)
N 0.010 -1.718 -0.110
C 0.312 -0.436 -0.099
N -0.714 0.682 -0.353
C -2.054 0.311 -0.545
C -2.940 -0.391 0.470
C -3.240 1.051 -0.008
N 1.634 -0.090 -0.077
C 2.797 -0.892 0.154
C 3.848 0.031 0.176
C 3.232 1.331 -0.021
N 1.928 1.221 -0.231
H 0.697 -2.366 0.321
H -0.952 -1.752 0.063
H -0.320 1.649 -0.389
H -2.246 -0.097 -1.598
H -2.702 -0.429 1.548
H -3.586 -1.229 0.083
H -4.147 1.199 -0.524
H -3.137 1.719 0.954
H 2.827 -1.970 0.071
H 5.022 -0.017 0.289
H 3.732 2.194 -0.175
```

(3)
DFT (the ωB97M-V functional and the def2-TZVPD basis) results for a gas-phase ion, C7H11N4S (charge +1).

## Properties
Total energy, eV: -24224.746
Spin multiplicity: 1
SMILES string: CS[C@@H]1[NH+]=CN(C)c2nc[nH]c21
LUMO, eV: -3.414
Energy relative to the best compared isomer or geometry (same formula, charge and spin), eV: 1.3944
Charge: +1

```
23
C7H11N4S (the ωB97M-V functional and the def2-TZVPD basis)
C 2.120 0.465 1.562
S 2.894 -0.366 0.131
C 1.584 -0.356 -1.141
N 1.047 0.922 -1.363
C 0.000 1.536 -0.874
N -1.029 0.905 -0.349
C -2.166 1.573 0.323
C -0.982 -0.470 -0.211
N -1.982 -1.154 0.290
C -1.633 -2.436 0.235
N -0.360 -2.517 -0.201
C 0.082 -1.283 -0.615
H 2.907 0.324 2.211
H 1.145 -0.189 1.655
H 1.922 1.516 1.351
H 1.896 -0.869 -2.039
H 1.792 1.547 -1.709
H 0.025 2.670 -0.797
H -2.980 1.015 -0.063
H -1.954 1.167 1.334
H -2.081 2.640 0.145
H -2.336 -3.151 0.572
H 0.088 -3.488 -0.445
```

(4)
DFT (the ωB97M-V functional and the def2-TZVPD basis) results for a gas-phase ion, C7H11N6O (charge +1).

## Properties
Total energy, eV: -18418.130
Spin multiplicity: 1
SMILES string: CN(C)[n+]1c[nH]c2c(=O)[nH]c(N)nc21
LUMO, eV: -3.426
Energy relative to the best compared isomer or geometry (same formula, charge and spin), eV: 0.3502
Charge: +1

```
25
C7H11N6O (the ωB97M-V functional and the def2-TZVPD basis)
C 3.153 -0.680 0.810
N 2.009 -0.122 0.056
C 2.327 0.814 -1.021
N 0.772 -0.750 -0.069
C 0.479 -2.122 -0.009
N -0.827 -2.251 -0.019
C -1.422 -1.072 -0.100
C -2.808 -0.817 -0.065
O -3.765 -1.493 -0.395
N -3.046 0.585 0.294
C -2.035 1.548 0.161
N -2.264 2.836 0.310
N -0.730 1.249 0.007
C -0.417 -0.039 -0.035
H 3.890 -1.235 0.232
H 3.506 0.231 1.340
H 2.613 -1.350 1.541
H 1.369 1.159 -1.501
H 2.861 1.679 -0.554
H 3.024 0.252 -1.623
H 1.287 -2.843 0.044
H -1.329 -3.072 -0.245
H -3.952 0.820 -0.011
H -1.449 3.525 0.442
H -3.243 3.147 0.411
```

(5)
DFT (the ωB97M-V functional and the def2-TZVPD basis) results for 2 unconnected molecules or ions with the total composition C7H11N7O2.

## Properties
Total energy, eV: -21956.525
Spin multiplicity: 1
SMILES string: O=[N+]([O-])c1ccc2nnnn2c1.CNNC
LUMO, eV: -1.670
Energy relative to the best compared isomer or geometry (same formula, charge and spin), eV: 0.7363
Charge: 0

```
27
C7H11N7O2 (the ωB97M-V functional and the def2-TZVPD basis)
O -2.903 1.999 -1.113
N -2.514 2.197 0.070
O -2.379 3.345 0.549
C -2.213 1.065 0.897
C -1.349 1.180 1.996
C -1.044 0.112 2.778
C -1.621 -1.091 2.450
N -1.519 -2.324 3.028
N -2.317 -3.081 2.249
N -2.954 -2.521 1.208
N -2.502 -1.175 1.321
C -2.796 -0.153 0.562
H -0.930 2.156 2.203
H -0.378 0.187 3.627
H -3.462 -0.212 -0.281
C 0.385 -0.688 -2.364
N -1.011 -0.710 -2.764
N -1.459 -2.001 -3.233
C -1.894 -1.981 -4.622
H 0.698 0.316 -2.056
H 0.563 -1.391 -1.544
H 0.997 -0.993 -3.213
H -1.629 -0.310 -2.054
H -2.170 -2.396 -2.615
H -2.164 -2.980 -4.975
H -2.747 -1.308 -4.748
H -1.076 -1.609 -5.238
```

(6)
DFT (the ωB97M-V functional and the def2-TZVPD basis) results for C7H11NO in the gas phase.

## Properties
Total energy, eV: -10968.499
Expectation value of S²: 2.0069
Spin multiplicity: 3
LUMO (alpha / beta), eV: 0.874 / -0.146
Energy relative to the best compared isomer or geometry (same formula, charge and spin), eV: 1.2335
Charge: 0

```
20
C7H11NO (the ωB97M-V functional and the def2-TZVPD basis)
C 1.252 -1.075 0.042
C -2.373 -1.261 -0.625
C -2.170 -0.988 0.846
C -0.912 1.093 -0.454
C 0.549 1.212 0.054
C -1.299 -0.312 -0.195
C 2.933 0.501 -0.046
N 1.586 0.119 -0.199
O 1.527 -2.194 0.254
H -1.995 -2.272 -0.997
H -3.405 -0.900 -1.143
H -3.017 -0.582 1.408
H -1.683 -1.612 1.583
H -1.458 1.686 0.258
H -1.021 1.465 -1.504
H 0.992 2.086 -0.380
H 0.429 1.377 1.153
H 3.511 -0.387 -0.059
H 3.355 1.029 -0.856
H 3.200 1.016 0.859
```

(7)
DFT (the ωB97M-V functional and the def2-TZVPD basis) results for C7H11NO2 in the gas phase.

## Properties
Total energy, eV: -13018.121
Spin multiplicity: 1
SMILES string: CC1=CC(C)=[N+]([O-])[C@@H](O)C1
LUMO (alpha / beta), eV: 0.353 / -0.001
Energy relative to the best compared isomer or geometry (same formula, charge and spin), eV: 5.1612
Charge: 0

```
21
C7H11NO2 (the ωB97M-V functional and the def2-TZVPD basis)
C 2.023 -1.128 -1.101
C 0.803 -0.522 -0.569
C -0.154 -0.944 0.320
C -1.238 -0.114 0.806
C -2.120 -0.503 1.892
N -1.185 1.365 0.534
O -1.995 2.174 1.097
C -0.401 1.804 -0.695
O -0.340 3.158 -0.779
C 0.952 1.022 -0.729
H 2.102 -0.686 -2.083
H 1.908 -2.204 -1.058
H 2.854 -1.009 -0.502
H -0.225 -1.898 0.616
H -1.663 -0.593 2.825
H -2.370 -1.485 1.741
H -3.138 0.011 1.938
H -1.198 1.402 -1.411
H -1.209 3.496 -0.435
H 1.715 1.558 -0.036
H 1.317 1.271 -1.634
```

(8)
DFT (the ωB97M-V functional and the def2-TZVPD basis) results for C7H11NO2S2 in the gas phase.

## Properties
Total energy, eV: -34690.166
Spin multiplicity: 1
LUMO, eV: -0.584
Energy relative to the best compared isomer or geometry (same formula, charge and spin), eV: 3.2993
Charge: 0

```
23
C7H11NO2S2 (the ωB97M-V functional and the def2-TZVPD basis)
C 0.688 -0.016 0.986
C 0.103 -0.196 -0.207
C -1.095 1.814 0.318
C 3.113 -0.863 1.522
C -2.562 -0.225 -1.953
C 1.604 -0.926 1.750
C -1.418 0.699 -1.965
N -0.775 0.755 -0.643
O -0.935 1.314 2.956
O 0.446 -1.072 -1.179
S -2.100 3.040 0.014
S -0.007 1.533 1.779
H 3.525 -1.813 1.099
H 3.590 -0.562 2.476
H 3.187 -0.084 0.743
H -2.871 -0.103 -3.083
H -2.379 -1.237 -1.638
H -3.353 0.251 -1.541
H 1.435 -0.726 2.770
H 1.321 -1.947 1.464
H -0.733 0.379 -2.698
H -1.663 1.781 -2.201
H 0.878 -1.795 -0.770
```

(9)
DFT (the ωB97M-V functional and the def2-TZVPD basis) results for 2 unconnected molecules or ions with the total composition C7H11NO2S3.

## Properties
Total energy, eV: -45524.906
Spin multiplicity: 1
LUMO, eV: -0.536
Energy relative to the best compared isomer or geometry (same formula, charge and spin), eV: 0.2394
Charge: 0

```
24
C7H11NO2S3 (the ωB97M-V functional and the def2-TZVPD basis)
C -2.658 1.073 0.408
C 0.756 1.622 0.664
C -1.263 -0.665 1.147
C -1.366 -1.133 -0.220
C -0.074 -1.407 -0.811
C -2.328 -2.284 -0.472
C 1.615 3.411 -0.735
N -2.120 0.345 1.444
O 2.062 1.119 0.748
O 0.569 2.638 -0.059
S -3.710 2.345 0.574
S -2.272 0.414 -1.125
S -0.459 -1.540 2.320
H 0.287 -2.237 -0.292
H 0.597 -0.529 -0.528
H 0.030 -1.568 -1.943
H -2.033 -3.283 -0.041
H -2.353 -2.215 -1.575
H -3.358 -2.073 -0.151
H 2.502 2.811 -0.586
H 1.691 4.263 -0.070
H 1.403 3.800 -1.804
H -2.364 0.619 2.443
H 2.296 0.392 1.249
```

(10)
DFT (the ωB97M-V functional and the def2-TZVPD basis) results for C7H11NO3S in the gas phase.

## Properties
Total energy, eV: -25902.405
Spin multiplicity: 1
SMILES string: C[C@H](O[C@@H](O)SN)c1ccco1
LUMO, eV: 0.618
Energy relative to the best compared isomer or geometry (same formula, charge and spin), eV: 3.7379
Charge: 0

```
23
C7H11NO3S (the ωB97M-V functional and the def2-TZVPD basis)
C -0.294 2.180 -0.731
C -0.199 0.917 0.149
O 1.009 0.305 -0.134
C 1.939 0.450 0.831
O 1.911 -0.490 1.784
S 3.592 0.139 -0.230
N 3.024 -1.416 -0.476
C -1.417 -0.012 0.147
C -1.648 -0.975 -0.737
C -2.992 -1.458 -0.423
C -3.347 -0.812 0.636
O -2.413 0.106 1.068
H -1.333 2.558 -0.911
H 0.278 2.139 -1.745
H 0.291 3.001 -0.216
H -0.185 1.232 1.228
H 2.031 1.416 1.309
H 1.748 -1.339 1.240
H 3.031 -1.562 -1.488
H 3.725 -2.068 -0.107
H -0.926 -1.249 -1.540
H -3.573 -2.223 -1.051
H -4.251 -0.840 1.398
```